1.
This record from the Open Molecules 2025 dataset describes a molecular structure, C40H38N4O6P2PbS3. The level of theory is wB97M-V/def2-TZVPD.

Geometry as XYZ:
```
94
C40H38N4O6P2PbS3 | the Open Molecules 2025 dataset | wB97M-V/def2-TZVPD
Pb -0.5512 0.0384 -0.6817
C -3.2416 3.6319 -2.6440
C -2.5982 3.2829 -1.3348
N -2.8612 2.2497 -0.6343
N -3.8018 1.3827 -1.1252
C -3.8386 0.1271 -0.6290
N -4.5589 -0.7497 -1.3313
S -2.9979 -0.3514 0.7750
C -1.6003 4.2085 -0.7276
C -1.6657 5.5725 -0.9786
C -0.7841 6.4178 -0.3209
C 0.1366 5.8723 0.5519
C 0.1424 4.4929 0.7233
N -0.6980 3.6715 0.1057
H -4.2867 3.9188 -2.4963
H -3.2229 2.7846 -3.3302
H -2.7194 4.4496 -3.1332
H -4.0775 1.4574 -2.1064
H -4.7699 -0.5431 -2.3034
H -4.4735 -1.7122 -1.0514
H -2.4060 5.9793 -1.6532
H -0.8249 7.4858 -0.4911
H 0.8431 6.4903 1.0877
H 0.8606 4.0291 1.3909
C 1.1322 -1.0955 3.1389
C 2.3807 -1.4370 2.3210
P 2.0039 -1.8185 0.5343
C 2.0916 -3.6397 0.5402
C 3.2263 -4.3654 0.1964
C 3.2075 -5.7521 0.2536
C 2.0619 -6.4199 0.6590
C 0.9228 -5.7005 0.9941
C 0.9344 -4.3179 0.9215
C 3.5408 -1.2994 -0.3057
C 4.7680 -1.1477 0.3403
C 5.8858 -0.7256 -0.3635
C 5.7919 -0.4568 -1.7227
C 4.5793 -0.6171 -2.3765
C 3.4568 -1.0339 -1.6728
P 0.2259 0.3282 2.3928
C -0.9669 0.8643 3.6473
C -1.1277 0.2767 4.8977
C -2.0992 0.7504 5.7723
C -2.9064 1.8144 5.4048
C -2.7564 2.4006 4.1530
C -1.8026 1.9200 3.2738
C 1.5185 1.6187 2.4537
C 1.7239 2.4383 3.5623
C 2.7409 3.3821 3.5579
C 3.5683 3.5126 2.4487
C 3.3741 2.7002 1.3408
C 2.3496 1.7637 1.3439
H 1.4170 -0.8740 4.1706
H 0.4384 -1.9417 3.1557
H 2.8906 -2.2939 2.7652
H 3.0670 -0.5907 2.3432
H 4.1226 -3.8516 -0.1279
H 4.0906 -6.3124 -0.0261
H 2.0516 -7.5016 0.6990
H 0.0183 -6.2180 1.2863
H 0.0272 -3.7589 1.1237
H 4.8628 -1.3661 1.3968
H 6.8330 -0.6113 0.1484
H 6.6655 -0.1265 -2.2701
H 4.4993 -0.4152 -3.4368
H 2.5124 -1.1634 -2.1896
H -0.5020 -0.5516 5.2035
H -2.2208 0.2844 6.7417
H -3.6628 2.1808 6.0870
H -3.3981 3.2196 3.8550
H -1.7135 2.3501 2.2808
H 1.0773 2.3467 4.4274
H 2.8886 4.0161 4.4231
H 4.3627 4.2480 2.4500
H 4.0133 2.7920 0.4721
H 2.2024 1.1447 0.4636
O 0.1612 -3.8489 -2.3413
S -0.4741 -2.5666 -2.4426
O -1.1415 -2.1635 -1.1606
O 0.3611 -1.4711 -2.9130
C -1.8420 -2.7883 -3.5849
C -2.1103 -4.1189 -3.8932
C -3.1607 -4.4656 -4.7271
C -3.9637 -3.4765 -5.2653
C -3.7076 -2.1484 -4.9663
C -2.6534 -1.7881 -4.1300
S -2.4807 -0.0081 -3.9710
O -3.8701 0.4665 -3.9139
O -1.7300 0.4474 -5.1048
O -1.8338 0.2752 -2.6763
H -1.4715 -4.8771 -3.4646
H -3.3440 -5.5079 -4.9523
H -4.7864 -3.7293 -5.9215
H -4.3260 -1.3660 -5.3829
```

* HOMO: -8.152 eV
* ΔE to the lowest compared entry with this formula, charge and spin: 23.76 kJ/mol
* electronic energy: -116675.6291 eV
* F_max: 0.32 eV/A
* Kohn-Sham gap: 8.1 eV

2.
This record from the Open Molecules 2025 dataset describes a molecular structure, C40H38N6PtS2. The level of theory is wB97M-V/def2-TZVPD.

Geometry as XYZ:
```
87
C40H38N6PtS2 | the Open Molecules 2025 dataset | wB97M-V/def2-TZVPD
Pt 1.2500 -0.2772 -0.0515
S 3.8472 -0.0667 0.0481
C 4.2811 1.5749 -0.0931
C 5.6450 1.9413 -0.0914
C 6.0091 3.2585 -0.1711
C 5.0225 4.2610 -0.2357
C 3.6923 3.9297 -0.2654
C 3.2880 2.5810 -0.2162
S 1.6197 2.1947 -0.3267
H 6.3885 1.1577 -0.0322
H 7.0557 3.5331 -0.1815
H 5.3215 5.3007 -0.2644
H 2.9305 4.6955 -0.3293
C 0.0272 1.1907 2.4669
N 0.8539 -0.0178 2.4281
C 1.9555 0.0901 3.3739
C 0.0413 -1.2008 2.7171
C -0.8223 -1.6332 1.5613
C -2.0368 -2.2667 1.8125
C -2.8114 -2.7540 0.7729
C -2.3558 -2.6333 -0.5322
C -1.1410 -2.0127 -0.7890
C -0.3802 -1.4766 0.2434
H -0.5374 1.2531 3.4100
H -0.6681 1.1892 1.6312
H 0.6593 2.0719 2.3836
H 1.5931 0.1983 4.4065
H 2.5636 0.9589 3.1229
H 2.5846 -0.7975 3.3128
H -0.5736 -1.0331 3.6142
H 0.7229 -2.0302 2.9293
H -2.3856 -2.3693 2.8344
H -3.7647 -3.2232 0.9793
H -2.9454 -3.0299 -1.3496
H -0.7886 -1.9573 -1.8131
C -3.1687 1.0160 0.4141
C -2.4095 1.3304 -0.8260
N -1.1380 1.0993 -1.0630
C -0.8875 1.5599 -2.3329
C -2.0195 2.0807 -2.8696
N -2.9941 1.9375 -1.9063
C -4.3821 2.2902 -2.1107
N -4.9374 3.0500 -1.0299
N -5.9576 2.5391 -0.2973
N -6.2961 3.3709 0.6023
C -5.4972 4.4869 0.5026
C -5.4685 5.6745 1.2357
C -4.5342 6.6167 0.8688
C -3.6347 6.3957 -0.1886
C -3.6476 5.2311 -0.9249
C -4.6039 4.2855 -0.5616
H -2.7022 0.1804 0.9246
H -4.1986 0.7545 0.1789
H -3.1865 1.8764 1.0890
H 0.0937 1.4959 -2.7723
H -2.2260 2.5314 -3.8253
H -5.0097 1.4031 -2.2085
H -4.4286 2.8625 -3.0376
H -6.1598 5.8363 2.0510
H -4.4888 7.5565 1.4027
H -2.9099 7.1634 -0.4250
H -2.9510 5.0591 -1.7349
C 0.8832 -6.9514 1.4299
C 0.6585 -6.3214 0.2086
C 1.0227 -5.0051 0.0184
C 1.6616 -4.2751 1.0498
C 1.8494 -4.9251 2.2924
C 1.4672 -6.2363 2.4736
C 2.1765 -2.9723 0.8418
C 2.0125 -2.1922 -0.3381
C 2.4516 -2.4740 -1.6412
C 3.3799 -3.5278 -1.8811
C 3.8755 -3.7570 -3.1440
C 3.4771 -2.9705 -4.2236
C 2.5618 -1.9384 -4.0186
C 2.0581 -1.6905 -2.7636
H 0.5944 -7.9843 1.5714
H 0.2072 -6.8732 -0.6063
H 0.8406 -4.5265 -0.9338
H 2.3113 -4.3813 3.1088
H 1.6287 -6.7173 3.4302
H 2.7117 -2.5153 1.6732
H 3.7028 -4.1342 -1.0447
H 4.5972 -4.5490 -3.3023
H 3.8807 -3.1518 -5.2106
H 2.2483 -1.3245 -4.8540
H 1.3436 -0.8903 -2.5973
```

* HOMO (alpha / beta): -5.863 / -7.336 eV
* ΔE to the lowest compared entry with this formula, charge and spin: 189.54 kJ/mol
* multiplicity: 5
* electronic energy: -75950.3038 eV
* F_max: 1.78 eV/A
* Kohn-Sham gap (alpha / beta): 6.2 / 5.3 eV

3.
This record from the Open Molecules 2025 dataset describes 6 unconnected molecules or ions with the total composition C40H39N6O12. The level of theory is wB97M-V/def2-TZVPD.

Geometry as XYZ:
```
97
C40H39N6O12 | the Open Molecules 2025 dataset | wB97M-V/def2-TZVPD
C -0.1208 0.1694 -0.5499
C 0.6217 -1.0539 0.2500
C 0.2895 -2.4408 -0.6218
C 2.2676 -0.8224 0.4340
C 2.8614 -2.3347 0.8118
C 2.1959 -3.1369 2.1144
N 2.6829 -4.5299 2.4567
C 3.7507 -5.2480 1.6563
C 4.5127 -4.5603 0.3511
C 4.0361 -3.0343 -0.0928
C 4.7541 -2.3743 -1.4147
O 4.0839 -1.7529 -2.3946
O 6.2297 -2.5391 -1.5230
H -0.3781 -0.2131 -1.6266
H -1.1702 0.3823 -0.0226
H 0.5333 1.1456 -0.6244
H 0.1735 -1.1746 1.3456
H -0.7463 -2.3717 -1.1629
H 0.2589 -3.3863 0.0832
H 1.1162 -2.6519 -1.4285
H 2.7669 -0.3879 -0.5310
H 2.4914 -0.0981 1.3497
H 1.3415 -2.5604 2.7117
H 2.2505 -5.0499 3.2533
H 4.0753 -6.3400 1.9350
H 5.3690 -5.1339 -0.2494
H 6.6147 -2.6149 -0.5811
C -4.2288 -3.2327 4.9877
C -4.2071 -1.8415 5.0986
C -2.9905 -1.1568 5.0787
C -1.7964 -1.8781 4.9421
C -1.8148 -3.2754 4.8384
C -3.0375 -3.9494 4.8623
N -0.5160 -1.1621 4.8950
O -0.5401 0.0724 5.0090
O 0.5150 -1.8322 4.7397
H -5.1802 -3.7617 4.9980
H -5.1397 -1.2901 5.1975
H -2.9905 -0.0725 5.1661
H -0.8954 -3.8481 4.7368
H -3.0624 -5.0337 4.7794
C 2.6611 4.9713 -4.2766
C 2.7975 5.9441 -3.2849
C 2.2642 5.7265 -2.0131
C 1.5971 4.5237 -1.7426
C 1.4520 3.5487 -2.7385
C 1.9871 3.7789 -4.0075
N 1.0565 4.2783 -0.4002
O 1.1886 5.1731 0.4480
O 0.5030 3.1894 -0.1908
H 3.0835 5.1432 -5.2651
H 3.3228 6.8715 -3.5027
H 2.3790 6.4944 -1.2512
H 0.9324 2.6129 -2.5437
H 1.8824 3.0269 -4.7864
C -2.6905 6.7714 -6.2494
C -1.9076 7.2947 -7.2796
C -0.6704 7.8748 -6.9927
C -0.2230 7.9216 -5.6652
C -1.0104 7.4039 -4.6282
C -2.2472 6.8288 -4.9270
N 1.0880 8.5071 -5.3602
O 1.7465 8.9716 -6.3027
O 1.4630 8.4998 -4.1789
H -3.6520 6.3150 -6.4786
H -2.2606 7.2477 -8.3075
H -0.0720 8.2781 -7.8068
H -0.6776 7.4380 -3.5929
H -2.8645 6.4214 -4.1294
C -7.9627 0.1830 10.2093
C -7.2430 -0.7210 10.9922
C -6.5899 -1.8001 10.3936
C -6.6607 -1.9625 9.0031
C -7.3888 -1.0608 8.2155
C -8.0401 0.0129 8.8259
N -5.9552 -3.0803 8.3650
O -5.3375 -3.8672 9.0979
O -6.0140 -3.1709 7.1304
H -8.4656 1.0261 10.6800
H -7.1885 -0.5825 12.0699
H -6.0331 -2.4957 11.0176
H -7.4562 -1.1777 7.1359
H -8.6054 0.7201 8.2229
C 6.0334 -4.5576 -6.5342
C 5.6227 -3.7857 -5.4463
C 4.2846 -3.4066 -5.3226
C 3.3613 -3.8118 -6.2963
C 3.7724 -4.5803 -7.3935
C 5.1138 -4.9509 -7.5079
N 1.9486 -3.4380 -6.1586
O 1.6278 -2.7417 -5.1839
O 1.1572 -3.8433 -7.0220
H 7.0768 -4.8555 -6.6234
H 6.3457 -3.4818 -4.6923
H 3.9804 -2.8050 -4.4689
H 3.0674 -4.8974 -8.1591
H 5.4422 -5.5499 -8.3544
```

* HOMO: -11.308 eV
* electronic energy: -75593.1821 eV
* total charge: +1
* F_max: 9.26 eV/A
* Kohn-Sham gap: 6.0 eV

4.
This record from the Open Molecules 2025 dataset describes 2 unconnected molecules or ions with the total composition C40H39N7O4. The level of theory is wB97M-V/def2-TZVPD.

Geometry as XYZ:
```
90
C40H39N7O4 | the Open Molecules 2025 dataset | wB97M-V/def2-TZVPD
C -5.0218 -1.2489 0.3754
C -3.7657 -0.4576 0.1554
C -3.5680 0.2676 -1.0195
C -2.3869 0.9905 -1.2430
C -2.2512 1.7573 -2.5345
C -1.3896 0.9246 -0.2577
N -0.0674 1.3784 -0.5600
C 0.3305 2.6842 -0.8343
C -0.5633 3.8325 -0.7787
C -0.3382 4.8938 -1.6886
C -1.2670 5.9334 -1.7682
C -2.3583 5.9691 -0.8897
C -2.5137 4.9847 0.0955
C -1.6053 3.9328 0.1701
N 1.6198 2.7265 -1.0558
N 2.0862 1.4274 -0.8636
C 3.5059 1.2307 -0.9091
C 4.3102 2.1179 -0.1648
C 3.7299 3.1498 0.7423
C 5.7017 2.0149 -0.2743
C 6.3098 1.0682 -1.1077
C 7.8089 0.9762 -1.1854
C 5.4888 0.2300 -1.8653
C 4.0918 0.3044 -1.7988
C 3.2573 -0.5223 -2.7193
C 1.0475 0.5878 -0.6982
C 1.0832 -0.7976 -0.1607
O 1.5570 -1.0012 0.9868
C 0.4691 -1.9373 -0.8336
C 0.6091 -3.2271 -0.1151
C -0.4048 -1.7990 -1.9524
C -0.2146 -0.8439 -2.9746
C -1.0461 -0.8118 -4.0901
C -2.1030 -1.7245 -4.2093
C -2.3448 -2.6469 -3.1833
C -1.5005 -2.7039 -2.0861
C -1.6227 0.3542 1.0071
C -0.7149 0.5201 2.1909
C -2.7973 -0.3955 1.1594
H -4.9425 -1.8179 1.3094
H -5.8959 -0.5865 0.4515
H -5.2043 -1.9554 -0.4456
H -4.3399 0.2634 -1.7964
H -1.2317 1.7262 -2.9404
H -2.9191 1.3087 -3.2881
H -2.5478 2.8131 -2.4174
H 0.5402 4.8593 -2.3270
H -1.1361 6.7241 -2.5109
H -3.0892 6.7832 -0.9513
H -3.3402 5.0310 0.8137
H -1.6870 3.1788 0.9568
H 4.5390 3.7848 1.1175
H 3.0132 3.7872 0.2150
H 3.2262 2.7025 1.6097
H 6.3296 2.6972 0.3053
H 8.1195 0.1181 -1.7885
H 8.2545 1.8751 -1.6322
H 8.2524 0.8682 -0.1879
H 5.9442 -0.4945 -2.5406
H 3.9075 -1.1504 -3.3377
H 2.5786 -1.1898 -2.1712
H 2.6608 0.0994 -3.4022
H 0.3105 -4.0596 -0.7600
H 1.6429 -3.3794 0.2285
H -0.0311 -3.2402 0.7838
H 0.6264 -0.1517 -2.9024
H -0.8763 -0.0627 -4.8696
H -2.7442 -1.7038 -5.0930
H -3.1957 -3.3337 -3.2422
H -1.6806 -3.4302 -1.2894
H -1.3159 0.5240 3.1164
H -0.0075 -0.3120 2.2909
H -0.1188 1.4405 2.1525
H -2.9746 -0.9279 2.0997
C -4.5320 -4.1540 4.3461
O -3.3562 -4.8950 4.7608
C -2.1726 -4.3422 4.4666
N -1.1450 -4.8445 5.1707
C -0.0026 -4.2040 5.0176
N 1.0486 -4.1652 5.9069
O 1.7883 -3.0826 5.5314
N 1.1833 -2.4032 4.3409
O 1.6599 -1.3454 3.9914
C 0.1327 -3.1954 3.9800
C -0.9658 -2.8207 3.2038
N -2.1484 -3.3781 3.5291
H -5.3779 -4.8293 4.4929
H -4.6590 -3.2731 4.9836
H -4.4642 -3.8525 3.2986
H -0.8177 -2.1430 2.3616
```

* HOMO: -6.211 eV
* ΔE to the lowest compared entry with this formula, charge and spin: 49.15 kJ/mol
* electronic energy: -60727.2671 eV
* F_max: 4.91 eV/A
* Kohn-Sham gap: 5.0 eV

5.
This record from the Open Molecules 2025 dataset describes a molecular structure, C40H40CaO5S2. The level of theory is wB97M-V/def2-TZVPD.

Geometry as XYZ:
```
88
C40H40CaO5S2 | the Open Molecules 2025 dataset | wB97M-V/def2-TZVPD
Ca 2.4437 -0.5590 0.5751
C 3.3248 0.6207 -2.5434
O 3.5060 -0.4913 -1.6519
C 4.8655 -0.9394 -1.5861
C 5.5782 -0.2386 -0.4572
O 4.8209 -0.5235 0.7284
C 5.3942 0.0320 1.9220
C 4.4544 -0.3316 3.0429
O 3.1463 0.1831 2.7528
C 2.8494 1.4126 3.4306
H 3.5990 0.3260 -3.5568
H 3.9299 1.4754 -2.2323
H 2.2738 0.8914 -2.5153
H 5.3788 -0.7727 -2.5342
H 4.8343 -2.0133 -1.3942
H 5.6104 0.8438 -0.6138
H 6.6022 -0.6064 -0.3622
H 5.4835 1.1168 1.8100
H 6.3875 -0.3848 2.1020
H 4.8251 0.0446 3.9966
H 4.3609 -1.4165 3.1165
H 2.8213 1.2415 4.5068
H 1.8738 1.7469 3.0879
H 3.5970 2.1736 3.1975
C -4.9018 -5.5899 1.6565
C -3.7970 -4.5968 1.4381
C -3.8677 -3.3292 2.0110
C -2.8629 -2.4009 1.8055
C -1.7674 -2.7401 1.0162
C -1.6776 -3.9986 0.4298
C -2.6894 -4.9145 0.6496
S -0.5830 -1.4480 0.8286
O 0.7499 -1.8681 1.4622
C -0.1727 -1.4979 -0.9044
C 0.7318 -2.4849 -1.3739
C 1.1631 -2.4376 -2.6635
C 0.7515 -1.3915 -3.5295
C 1.2169 -1.3174 -4.8629
C 0.8309 -0.2903 -5.6764
C -0.0454 0.7068 -5.1969
C -0.5212 0.6569 -3.9167
C -0.1312 -0.3920 -3.0465
C -0.5917 -0.4637 -1.6975
C -1.6235 0.5091 -1.2199
C -2.9901 0.1149 -1.3774
C -3.3512 -1.1656 -1.8738
C -4.6650 -1.5152 -1.9996
C -5.6876 -0.6091 -1.6458
C -5.3712 0.6314 -1.1748
C -4.0193 1.0224 -1.0300
C -3.6739 2.3094 -0.5554
C -2.3737 2.6676 -0.3813
C -1.3414 1.7445 -0.6877
S 0.3367 2.3551 -0.4692
O 1.2359 1.1859 -0.0818
C 0.1225 3.2583 1.0347
C 0.6039 4.5546 1.0927
C 0.4907 5.2639 2.2833
C -0.0951 4.6881 3.4039
C -0.2454 5.4563 4.6857
C -0.5660 3.3701 3.3175
C -0.4652 2.6516 2.1446
H -5.1744 -5.6411 2.7102
H -4.6165 -6.5853 1.3230
H -5.7940 -5.2904 1.1035
H -4.7198 -3.0684 2.6263
H -2.9286 -1.4141 2.2481
H -0.8381 -4.2711 -0.1932
H -2.6207 -5.8966 0.1991
H 1.0635 -3.2709 -0.7065
H 1.8340 -3.1982 -3.0445
H 1.8791 -2.0913 -5.2319
H 1.1866 -0.2428 -6.6969
H -0.3534 1.5088 -5.8543
H -1.2107 1.4133 -3.5642
H -2.5826 -1.8725 -2.1561
H -4.9257 -2.4938 -2.3804
H -6.7235 -0.9001 -1.7561
H -6.1521 1.3328 -0.9093
H -4.4629 3.0118 -0.3175
H -2.1317 3.6493 0.0005
H 1.0547 5.0089 0.2188
H 0.8571 6.2811 2.3349
H 0.1909 4.9074 5.5208
H -1.3019 5.6066 4.9134
H 0.2306 6.4324 4.6272
H -1.0288 2.9178 4.1868
H -0.8485 1.6394 2.0813
```

* HOMO: -12.989 eV
* ΔE to the lowest compared entry with this formula, charge and spin: 2.04 kJ/mol
* electronic energy: -92466.0290 eV
* total charge: +2
* F_max: 0.35 eV/A
* Kohn-Sham gap: 8.2 eV